<P>
The following is a DFT calculation (ωB97M-V with the def2-TZVPD basis set) of a 7-piece molecular cluster, C7H14Cl14 overall.

Cartesian coordinates (Å):
Cl  16.15786  0.00828  -16.32133
C  17.39910  -0.36190  -15.06237
Cl  18.95935  -0.77924  -15.86969
H  17.49188  0.51238  -14.41806
H  17.06716  -1.18831  -14.43391
Cl  21.44104  -6.77795  -14.52009
C  19.63126  -6.95841  -14.47735
Cl  19.22043  -7.55736  -12.86403
H  19.16248  -5.98087  -14.59029
H  19.25596  -7.69848  -15.18413
Cl  13.47119  2.66386  -8.47675
C  14.21953  1.28338  -9.33783
Cl  13.22009  0.60510  -10.67475
H  15.18156  1.58819  -9.74976
H  14.28608  0.46131  -8.62518
Cl  5.21106  -5.90689  -14.92210
C  6.13854  -7.41094  -14.65811
Cl  7.33120  -7.75727  -15.99004
H  6.67490  -7.20744  -13.73128
H  5.41082  -8.22115  -14.61261
Cl  15.04080  -8.12297  -7.46276
C  15.19195  -8.86303  -5.84097
Cl  16.87524  -8.90917  -5.38959
H  14.70175  -8.20007  -5.12803
H  14.75216  -9.86034  -5.83390
Cl  7.84030  -11.77198  -11.66512
C  9.53703  -12.26490  -12.12406
Cl  9.79723  -12.64317  -13.84154
H  10.27418  -11.54319  -11.77214
H  9.71825  -13.20521  -11.60342
Cl  12.12071  -6.38613  -12.79965
C  13.61020  -5.37556  -12.77220
Cl  14.06707  -4.92295  -14.42595
H  13.33512  -4.45123  -12.26423
H  14.50833  -5.77354  -12.29989

- SMILES = ClCCl.ClCCl.ClCCl.ClCCl.ClCCl.ClCCl.ClCCl
- HOMO level (eV) = -11.00
- gap between HOMO and LUMO (eV) = 11.10
- LUMO level (eV) = 0.10

Results of the Löwdin charge analysis, in e, for atoms 1 through 8:
1. Cl 0.460
2. C -0.969
3. Cl 0.462
4. H 0.024
5. H 0.023
6. Cl 0.448
7. C -0.975
8. Cl 0.474

<Q>
The following is a DFT calculation (ωB97M-V with the def2-TZVPD basis set) of a 7-piece molecular cluster, C7H14Cl14 overall.

Cartesian coordinates (Å):
Cl  1.33063  -13.57427  11.25470
C  -0.43569  -13.97190  10.87199
Cl  -0.56940  -14.79010  9.30878
H  -0.92180  -14.58068  11.63434
H  -0.99841  -13.04442  10.76605
Cl  -0.91683  -18.29739  5.97017
C  -0.75269  -16.53356  6.29990
Cl  -1.37411  -15.45726  5.02761
H  -1.28809  -16.40324  7.24036
H  0.29352  -16.34644  6.54184
Cl  -2.72745  -14.67063  1.95355
C  -3.88956  -15.92751  2.58053
Cl  -4.47436  -16.96766  1.21187
H  -3.40686  -16.51538  3.36124
H  -4.72984  -15.43220  3.06703
Cl  1.59716  -17.85450  1.84950
C  -0.09314  -17.47867  2.27312
Cl  -1.13431  -17.76735  0.80810
H  -0.35168  -18.16234  3.08172
H  -0.13591  -16.43557  2.58654
Cl  -1.53509  -18.21123  11.04075
C  -2.35214  -18.48141  9.49813
Cl  -3.33356  -17.04826  9.06664
H  -1.55022  -18.48585  8.75988
H  -2.95550  -19.38915  9.48974
Cl  -2.79993  -21.84921  7.79339
C  -1.38199  -21.64188  6.68638
Cl  -0.52824  -23.17853  6.38356
H  -1.72079  -21.16235  5.76803
H  -0.62605  -20.92960  7.01702
Cl  2.73067  -17.63097  5.34955
C  3.24675  -15.93303  5.24663
Cl  2.41575  -14.91228  6.52999
H  4.32868  -15.81347  5.30349
H  2.99545  -15.46787  4.29344

- SMILES = ClCCl.ClCCl.ClCCl.ClCCl.ClCCl.ClCCl.ClCCl
- HOMO level (eV) = -10.59
- gap between HOMO and LUMO (eV) = 10.90
- LUMO level (eV) = 0.32

Results of the Löwdin charge analysis, in e, for atoms 1 through 8:
1. Cl 0.442
2. C -0.936
3. Cl 0.507
4. H 0.030
5. H 0.024
6. Cl 0.533
7. C -0.993
8. Cl 0.563

Result of the stability comparison: <P> is the least stable of them.